No. 1
Here is C11H16DyO8P as an isolated structure from OMol25. Energies are from wB97M-V/def2-TZVPD.

Geometry as XYZ:
```
37
C11H16DyO8P wB97M-V/def2-TZVPD
O -0.9981 -3.1611 -3.2947
C -0.7003 -2.1118 -2.9391
Dy -0.2287 0.1591 -1.7859
O 3.0814 -1.1284 -1.4822
C 2.0070 -0.7777 -1.6789
C 1.6087 1.6818 -2.4774
O 2.3937 2.3413 -3.0034
C -0.4205 1.0072 -4.2879
O -0.3047 1.9473 -5.0387
C 0.7210 -0.0320 -4.1476
O 1.4173 -0.6261 -4.9022
H -1.3394 0.7331 -3.5866
C -0.6797 3.2378 1.5658
C -0.1085 2.6630 0.2962
O -0.5545 1.3224 0.0297
P -1.8304 0.0336 0.8495
O -1.6333 0.3505 2.3911
C -0.5936 -0.0486 3.3957
C 0.8165 0.0664 2.9020
O -0.6796 -1.1535 0.4465
C -0.9602 -2.5797 0.8320
C 0.2534 -3.4228 0.5488
H -1.7419 3.4321 1.4556
H -0.1824 4.1909 1.7408
H -0.5035 2.6016 2.4291
H -0.3774 3.2761 -0.5781
H 0.9891 2.6417 0.3367
H -0.7893 0.6379 4.2275
H -0.8580 -1.0680 3.7040
H 0.9795 0.9718 2.3098
H 1.4672 0.1164 3.7803
H 1.1185 -0.8222 2.3418
H -1.2125 -2.5782 1.8980
H -1.8263 -2.9168 0.2522
H 1.0796 -3.1706 1.2232
H -0.0127 -4.4747 0.7313
H 0.6025 -3.3393 -0.4851
```

Its total charge is +2. Its calculated total energy is -61398.9821 eV. Its relative energy (zero: lowest compared OMol25 entry of this formula, charge and spin) is 0.0 kcal/mol. As for the LUMO energy (alpha / beta): -9.2 / -9.1 eV. The spin multiplicity is 6. The calculation puts the highest occupied orbital energy (alpha / beta) at -14.596 / -14.523 eV.

Results of the Mulliken charge analysis, in e, for atoms 1 through 2: O -0.0937; C 0.3420

=====

No. 2
Here is C11H16F6N5O5RuS2 as an isolated structure from OMol25. Energies are from wB97M-V/def2-TZVPD.

Geometry as XYZ:
```
46
C11H16F6N5O5RuS2 wB97M-V/def2-TZVPD
Ru -0.0974 -0.2701 0.1575
F 4.6009 -1.7348 0.6012
C 4.6698 -0.4338 0.7445
F 5.4569 -0.0749 1.7083
F 4.9241 0.1708 -0.3786
S 2.9042 0.1143 1.2074
O 1.9952 -0.6446 0.2812
O 2.7205 1.5249 1.1190
N 2.6709 -0.4872 2.6593
S 1.2730 -0.2841 3.4548
O 1.2924 0.5905 4.5498
O 0.2284 -0.0433 2.4325
C 1.0509 -2.1147 3.8858
F 2.0862 -2.5926 4.4993
F 0.9530 -2.6754 2.6563
F -0.0557 -2.3054 4.5383
N -2.2020 0.0163 -0.1682
C -2.6982 1.1145 -1.0589
C -2.1876 2.4905 -0.6650
C -0.7134 2.6674 -0.9926
N 0.1359 1.8225 -0.1216
H -2.6276 -0.8462 -0.5104
H -2.5836 0.1737 0.7668
H -3.7889 1.1153 -1.0130
H -2.4090 0.8831 -2.0850
H -2.3681 2.6848 0.3986
H -2.7583 3.2341 -1.2205
H -0.4333 3.7139 -0.8534
H -0.5152 2.4273 -2.0383
H 0.0380 2.1401 0.8496
H 1.1203 1.9591 -0.3466
N 0.8937 -7.2262 -0.5056
C -0.2682 -6.5837 -0.3699
O -1.3788 -7.0516 -0.3223
C -0.2140 -5.0483 -0.2882
C -1.0689 -4.4154 0.6110
C -1.0919 -3.0396 0.6405
N -0.3303 -2.2986 -0.1936
C 0.4820 -2.9070 -1.0805
C 0.5636 -4.2835 -1.1575
H 0.8754 -8.2351 -0.5600
H 1.7961 -6.7889 -0.4747
H -1.7159 -4.9827 1.2673
H -1.7289 -2.5227 1.3500
H 1.0696 -2.2828 -1.7441
H 1.2160 -4.7359 -1.8920
```

Its total charge is +3. Its calculated total energy is -69878.9505 eV. As for the LUMO energy (alpha / beta): -11.8 / -15.0 eV. The spin multiplicity is 5. The calculation puts the highest occupied orbital energy (alpha / beta) at -17.885 / -17.832 eV.

Results of the natural (NBO) charge analysis, in e, for atoms 1 through 2: Ru 1.5307; F -0.2593

=====

No. 3
Here is a single C11H16FNO2S molecule from OMol25. Energies are from wB97M-V/def2-TZVPD.

Geometry as XYZ:
```
32
C11H16FNO2S wB97M-V/def2-TZVPD
C -0.0708 0.1961 -3.2681
C 0.6256 -0.0113 -1.9134
C 2.1410 0.1025 -2.0690
C 0.2359 -1.3656 -1.2713
N -0.7095 -1.1682 -0.1495
C -0.1151 -1.2368 1.2068
C -0.0923 0.1380 1.8453
C 1.0460 0.9366 1.7275
C 1.0524 2.2151 2.2763
C -0.0807 2.6802 2.9421
C -1.2166 1.8812 3.0674
C -1.2243 0.6002 2.5173
S -2.0645 -2.0847 -0.2237
O -1.8151 -3.4809 -0.1324
O -3.0655 -1.5096 0.6033
F -2.4399 -1.7642 -1.6963
H -0.1783 1.2600 -3.4613
H -1.0695 -0.2266 -3.2445
H 0.5154 -0.2473 -4.0674
H 0.2682 0.7693 -1.2479
H 2.4647 -0.5241 -2.8971
H 2.4135 1.1223 -2.3249
H 2.6463 -0.1919 -1.1542
H 1.1446 -1.8509 -0.9246
H -0.1964 -2.0046 -2.0328
H 0.9102 -1.5837 1.1369
H -0.6594 -1.9261 1.8437
H 1.8970 0.5382 1.1962
H 1.9256 2.8381 2.1778
H -0.0806 3.6753 3.3599
H -2.0985 2.2328 3.5772
H -2.1094 -0.0094 2.6005
```

Its calculated total energy is -30804.0690 eV. As for the LUMO energy: 0.8 eV. Its SMILES is CC(C)CN(Cc1ccccc1)S(=O)(=O)F. The calculation puts the highest occupied orbital energy at -9.464 eV.

Results of the natural (NBO) charge analysis, in e, for atoms 1 through 2: C -0.6051; C -0.2324